81
Properties=species:S:1:pos:R:3:forces:R:3 method="wB97M-V/def2-TZVPD" homo_lumo_gap_ha="0.1728 / 0.1204" total_charge=+1 energy_ev=-76314.03808 spin_multiplicity=6 lumo_ev="-4.794 / -6.090"
Ru 0.19013 0.47461 -3.42963 0.974 -0.553 6.180
C -0.90855 -1.47774 0.26638 0.503 0.866 0.618
C 0.39107 -1.79740 -0.19603 -0.816 0.464 0.564
C 0.60356 -0.28025 1.52117 2.672 -1.165 -1.491
C -0.77628 -0.54857 1.34469 -0.957 -1.588 -1.405
C 1.32934 -1.00859 0.54434 -1.000 1.339 1.322
C -2.16597 -2.16387 -0.08115 -0.621 -0.490 0.009
H -2.13050 -2.56922 -1.09825 -0.161 -0.025 0.310
H -3.02632 -1.48064 -0.00097 0.171 -0.333 -0.021
H -2.34890 -3.01244 0.60412 -0.153 0.245 -0.308
C -1.83179 -0.14410 2.28201 -0.297 0.240 0.093
H -2.82121 -0.32793 1.85561 0.060 0.118 0.182
H -1.72800 0.91678 2.53096 -0.153 -0.272 0.055
H -1.75171 -0.72456 3.21468 -0.006 0.125 -0.140
C 1.20390 0.38346 2.68947 0.157 0.391 0.321
H 1.19580 -0.30430 3.55723 0.001 0.263 -0.258
H 0.63008 1.27683 2.95450 0.321 -0.222 0.140
H 2.24980 0.65685 2.48980 -0.329 0.031 0.171
C 2.80396 -1.10347 0.47000 0.573 -0.179 0.356
H 3.17845 -1.71436 1.31073 0.169 0.187 -0.330
H 3.26584 -0.10734 0.55737 0.039 -0.281 -0.024
H 3.14268 -1.57447 -0.46304 -0.045 0.027 0.310
C 0.76594 -2.92536 -1.07799 0.083 -0.348 -0.297
H 1.18844 -3.75110 -0.46397 -0.162 0.376 -0.433
H 1.53460 -2.63197 -1.82052 -0.241 -0.195 0.252
H -0.11096 -3.32088 -1.61344 0.391 -0.049 0.209
C -1.19394 2.13649 -4.63681 -0.748 2.154 -0.910
C -1.90797 0.75097 -4.86534 -2.003 -0.222 -0.686
C -1.50191 -0.05708 -6.10281 -0.329 0.186 0.012
C -0.08316 -0.60770 -6.14062 0.599 -0.769 -0.685
C 0.87751 -0.32091 -5.02058 2.112 -1.082 -1.751
C 1.42391 1.06670 -4.80732 1.419 -1.799 -2.473
C 1.09792 2.13758 -5.78469 0.060 1.199 -0.196
C -0.34797 2.63344 -5.83376 -0.654 -0.277 0.484
H -1.66957 0.54522 -6.99596 -0.110 0.072 0.171
H 0.40968 -0.28599 -7.06535 -0.159 -0.170 -0.102
H -2.20321 -0.88617 -6.20270 -0.071 0.033 0.007
H -0.85198 2.35520 -6.75463 0.132 0.107 -0.143
H -2.02124 2.87646 -4.54298 0.179 -0.512 -0.198
H -2.98775 0.99108 -5.00735 0.627 0.147 -0.304
H -0.35496 3.72367 -5.78066 -0.024 -0.099 -0.086
H 1.72991 2.99952 -5.57005 0.115 -0.009 -0.015
H 2.49368 1.08202 -4.50891 -0.487 0.139 -0.620
H 1.39053 1.80813 -6.77612 0.239 -0.176 -0.192
H -0.15871 -1.70069 -6.18648 0.158 0.186 -0.179
H 1.57097 -1.16341 -4.80280 -0.369 0.515 -0.334
P -2.03874 -0.19480 -3.29764 0.878 0.952 -0.238
C -3.27866 0.58759 -2.27025 -0.648 -0.172 0.377
C -1.91980 -1.96417 -3.53542 -0.446 -0.746 0.249
P 2.39155 0.49444 -2.37574 -0.870 0.519 2.265
C -0.45731 2.35187 -3.35500 -0.332 -0.322 0.902
C 3.91325 -0.41310 -2.75191 -0.291 -0.081 -0.917
C 2.87224 2.10207 -1.65790 -0.176 -0.185 -0.022
H -2.85165 1.46843 -1.76121 0.036 -0.404 -0.172
H -3.60167 -0.13248 -1.50151 0.063 0.357 -0.249
H -4.14180 0.91142 -2.87550 0.253 -0.228 0.186
H -1.85030 -2.26192 -4.58476 -0.094 0.227 0.137
H -2.78962 -2.43782 -3.07255 0.119 -0.181 -0.151
H -1.00616 -2.29171 -3.01295 -0.470 0.033 -0.215
H 2.88050 2.84633 -2.47199 0.104 -0.045 0.389
H 3.86423 2.03253 -1.17884 -0.402 0.056 -0.276
H 2.09049 2.36752 -0.91583 0.228 -0.058 -0.367
H -1.05684 2.40912 -2.44254 0.531 0.625 -0.135
H 0.45834 2.93908 -3.44919 -0.536 0.420 0.387
H 4.51233 -0.50095 -1.83487 -0.246 0.240 -0.248
H 4.46343 0.11486 -3.53955 0.205 -0.199 0.177
H 3.63998 -1.41429 -3.10072 0.198 0.118 0.021
F -0.17906 4.99384 2.02150 0.124 -1.344 -0.289
C -0.15075 3.68804 1.62481 0.337 -0.082 0.915
F 1.14939 3.28438 1.63387 -0.881 0.431 -0.012
F -0.78360 2.96611 2.60838 0.431 0.653 -0.729
C -0.78685 3.38412 0.20542 -0.418 1.225 -0.112
O -0.40530 2.24457 -0.31342 0.044 0.258 -0.284
C -2.36230 3.48146 0.37405 -0.478 -0.039 0.770
F -2.76656 4.47460 1.21889 0.158 -0.900 -0.933
F -2.99251 3.66210 -0.83027 0.421 -0.021 0.702
F -2.85519 2.31612 0.87124 0.235 0.705 -0.394
C -0.40328 4.70499 -0.64571 -0.033 0.471 0.302
F -1.01452 5.84837 -0.20947 0.637 -0.996 -0.605
F 0.94312 4.90974 -0.59715 -0.758 -0.085 -0.165
F -0.73012 4.57868 -1.95543 0.216 0.205 0.550

=====

7
Properties=species:S:1:pos:R:3:forces:R:3 method="wB97M-V/def2-TZVPD" homo_lumo_gap_ha=0.3165 energy_ev=-13457.56930 spin_multiplicity=1 lumo_ev=-0.931
C -1.19064 0.38288 -0.00318 1.209 0.283 -0.003
C 0.03322 -0.16747 -0.00358 0.498 -0.132 0.066
P 1.84372 0.50588 0.00180 -2.360 0.924 -0.007
O 2.65323 -0.70410 0.00069 0.713 -1.051 0.002
H -2.08819 -0.21525 -0.00922 -0.075 -0.164 0.018
H -1.33221 1.45256 0.00404 -0.033 0.238 -0.027
H 0.08087 -1.25450 0.00944 0.049 -0.097 -0.049

=====

21
Properties=species:S:1:pos:R:3:forces:R:3 method="wB97M-V/def2-TZVPD" homo_lumo_gap_ha=0.3045 energy_ev=-18752.18466 spin_multiplicity=1 lumo_ev=0.706
C 1.73371 -1.88118 0.29576 0.447 0.188 0.302
N 0.88078 -1.18251 -0.30182 -0.872 -0.192 -0.163
S 0.78236 0.53176 0.06529 -1.042 0.942 -0.486
C 2.22635 0.99114 0.82675 -1.020 0.180 -0.032
C 0.94547 1.02776 -1.66670 -0.038 0.002 0.509
C -0.93301 1.10666 0.48787 2.628 -0.505 -0.125
C -2.03527 0.31603 -0.14023 -0.088 -0.343 0.062
C -2.35641 -1.01513 0.54432 -0.012 0.088 -0.194
H 1.70569 -2.95717 0.17952 0.000 -0.171 -0.169
H 2.51758 -1.44269 0.91987 -0.022 0.097 0.083
H 2.05744 1.06976 1.89550 0.013 -0.087 0.166
H 2.54217 1.94264 0.41147 0.097 -0.008 -0.162
H 0.44163 0.28559 -2.27470 -0.064 -0.098 0.016
H 0.47780 2.00018 -1.77714 -0.025 0.048 0.142
H 2.00149 1.06408 -1.90787 0.149 -0.091 0.039
H -0.94952 1.06471 1.57729 0.126 0.095 0.170
H -2.91885 0.96299 -0.08809 0.037 -0.012 -0.136
H -1.81893 0.14480 -1.19596 -0.154 0.042 -0.126
H -3.24846 -1.46622 0.11320 -0.093 -0.133 -0.011
H -2.53105 -0.85853 1.60753 -0.025 -0.002 0.089
H -1.52096 -1.70464 0.42816 -0.041 -0.041 0.027

=====

Calculated F_max (eV Å⁻¹), listed in the same order as above: 6.280 2.534 2.679
Calculated M (g/mol), listed in the same order as above: 715.62 74.02 131.24